Model a:
DFT (ωB97M-V with the def2-TZVPD basis set) results for a cluster of 2 separate species, C4H13N in total.

The charge is +1. As for the expectation value of S²: 0.754. The LUMO energy (spin up / spin down) comes out at -4.100 / -9.645 eV. For the gap between HOMO and LUMO (spin up / spin down), the calculation gives 9.647 / 4.102 eV. The spin multiplicity is 2. For the HOMO energy (spin up / spin down), the calculation gives -13.7 / -13.7 eV.

Each atom is followed by the atoms it is bonded to, with distances in Å.
CARTESIAN COORDINATES (ANGSTROEM)
1 C 2.18 -0.71 1.95  N2 1.433, H3 1.101, H4 1.094, H5 1.086
2 N 2.88 -1.85 1.43  C1 1.433, H6 1.025, H7 1.026
3 H 1.08 -0.80 1.90  C1 1.101
4 H 2.41 0.22 1.42  C1 1.094
5 H 2.49 -0.53 2.97  C1 1.086
6 H 3.37 -2.36 2.18  N2 1.025
7 H 3.59 -1.66 0.72  N2 1.026
8 C -2.12 1.19 -0.06  C9 1.527, H11 1.095, H12 1.094, H13 1.093
9 C -2.07 0.83 -1.54  C8 1.527, C10 1.516, H14 1.089, H15 1.091
10 C -0.83 0.08 -1.98  C9 1.516, H16 1.081, H17 1.106, H18 1.077
11 H -1.94 0.46 0.73  C8 1.095
12 H -3.16 1.48 0.16  C8 1.094
13 H -1.46 2.03 0.17  C8 1.093
14 H -2.20 1.76 -2.09  C9 1.089
15 H -2.91 0.17 -1.76  C9 1.091
16 H -0.78 0.02 -3.06  C10 1.081
17 H 0.14 0.52 -1.68  C10 1.106
18 H -0.68 -0.84 -1.44  C10 1.077

Atom charges from the Löwdin analysis, given in e for atoms 1 to 5:
1. C -0.021
2. N 0.295
3. H 0.143
4. H 0.122
5. H 0.123

Model b:
DFT (ωB97M-V with the def2-TZVPD basis set) results for a cluster of 2 separate species, C4H13N in total.

The charge is +1. As for the expectation value of S²: 0.754. The LUMO energy (spin up / spin down) comes out at -3.828 / -9.162 eV. For the gap between HOMO and LUMO (spin up / spin down), the calculation gives 9.852 / 4.518 eV. The spin multiplicity is 2. For the HOMO energy (spin up / spin down), the calculation gives -13.7 / -13.7 eV.

Each atom is followed by the atoms it is bonded to, with distances in Å.
CARTESIAN COORDINATES (ANGSTROEM)
1 C -4.39 0.71 1.30  C2 1.532, H3 1.088, H4 1.080, H5 1.086
2 C -3.71 -0.66 1.36  C1 1.532, H6 1.093, H7 1.083, H8 1.092
3 H -4.44 0.99 0.25  C1 1.088
4 H -3.83 1.44 1.86  C1 1.080
5 H -5.39 0.68 1.74  C1 1.086
6 H -2.78 -0.62 0.79  C2 1.093
7 H -3.46 -1.04 2.35  C2 1.083
8 H -4.33 -1.42 0.88  C2 1.092
9 C 2.30 -0.67 -1.33  C10 1.536, H12 1.087, H13 1.091, H14 1.083
10 C 3.75 -0.24 -1.02  C9 1.536, N11 1.450, H15 1.086, H16 1.102
11 N 3.77 1.15 -0.63  C10 1.450, H17 1.019, H18 1.018
12 H 1.72 -0.05 -2.00  C9 1.087
13 H 2.28 -1.68 -1.74  C9 1.091
14 H 1.82 -0.78 -0.36  C9 1.083
15 H 4.08 -0.77 -0.13  C10 1.086
16 H 4.42 -0.34 -1.89  C10 1.102
17 H 4.54 1.47 -0.04  N11 1.019
18 H 3.65 1.82 -1.39  N11 1.018

Atom charges from the Löwdin analysis, given in e for atoms 1 to 5:
1. C -0.165
2. C -0.179
3. H 0.061
4. H 0.053
5. H 0.062

Of them, model a has the lowest stability.

Model a:
DFT (ωB97M-V with the def2-TZVPD basis set) results for a cluster of 2 separate species, C5H12N in total.

The charge is +1. The LUMO energy comes out at -5.332 eV. For the gap between HOMO and LUMO, the calculation gives 8.713 eV. The spin multiplicity is 1. For the HOMO energy, the calculation gives -14.0 eV.

Each atom is followed by the atoms it is bonded to, with distances in Å.
CARTESIAN COORDINATES (ANGSTROEM)
1 C 0.05 -2.45 1.02  N2 1.263, H3 1.081, H4 1.086
2 N 0.97 -1.62 1.29  C1 1.263, H5 1.042, H6 1.016
3 H -0.17 -3.27 1.69  C1 1.081
4 H -0.50 -2.32 0.09  C1 1.086
5 H 1.18 -0.85 0.63  N2 1.042
6 H 1.52 -1.72 2.14  N2 1.016
7 C -1.92 1.84 -0.71  C8 1.526, H11 1.091, H12 1.085, H13 1.088
8 C -0.68 1.34 0.02  C7 1.526, C9 1.497, H14 1.094, H15 1.087
9 C 0.17 0.47 -0.86  C8 1.497, C10 1.333, H16 1.091
10 C 1.50 0.50 -0.92  C9 1.333, H17 1.079, H18 1.086
11 H -2.47 1.03 -1.17  C7 1.091
12 H -2.59 2.36 -0.03  C7 1.085
13 H -1.63 2.53 -1.51  C7 1.088
14 H -0.99 0.77 0.91  C8 1.094
15 H -0.10 2.19 0.37  C8 1.087
16 H -0.38 -0.21 -1.50  C9 1.091
17 H 2.04 -0.08 -1.65  C10 1.079
18 H 2.03 1.25 -0.34  C10 1.086

Atom charges from the Löwdin analysis, given in e for atoms 1 to 5:
1. C 0.160
2. N 0.202
3. H 0.127
4. H 0.122
5. H 0.088

Model b:
DFT (ωB97M-V with the def2-TZVPD basis set) results for the ion C5H12N with charge +1.

The charge is +1. The LUMO energy comes out at -4.923 eV. For the gap between HOMO and LUMO, the calculation gives 8.407 eV. The spin multiplicity is 1. The SMILES is CCC/C=C/[NH3+]. For the HOMO energy, the calculation gives -13.3 eV.

Each atom is followed by the atoms it is bonded to, with distances in Å.
CARTESIAN COORDINATES (ANGSTROEM)
1 C -2.09 0.21 0.39  C2 1.564, H7 1.105, H8 1.195, H9 1.102
2 C -1.40 0.24 -1.01  C1 1.564, C3 1.498, H10 1.090, H11 1.012
3 C -0.40 -0.88 -1.10  C2 1.498, C4 1.545, H12 1.176, H13 1.196
4 C 1.04 -0.49 -0.70  C3 1.545, C5 1.382, H14 1.109
5 C 1.26 0.53 0.20  C4 1.382, N6 1.490, H15 1.056
6 N 2.21 0.24 1.31  C5 1.490, H16 1.034, H17 1.033, H18 1.016
7 H -1.43 0.30 1.27  C1 1.105
8 H -2.69 1.21 0.67  C1 1.195
9 H -2.72 -0.69 0.52  C1 1.102
10 H -2.26 0.09 -1.67  C2 1.090
11 H -1.14 1.21 -1.17  C2 1.012
12 H -0.55 -1.68 -0.26  C3 1.176
13 H -0.38 -1.44 -2.16  C3 1.196
14 H 1.78 -1.07 -1.29  C4 1.109
15 H 1.37 1.55 -0.04  C5 1.056
16 H 1.95 0.84 2.12  N6 1.034
17 H 2.29 -0.76 1.55  N6 1.033
18 H 3.17 0.58 1.38  N6 1.016

Atom charges from the Löwdin analysis, given in e for atoms 1 to 5:
1. C -0.122
2. C -0.260
3. C -0.188
4. C -0.031
5. C -0.096

Model c:
DFT (ωB97M-V with the def2-TZVPD basis set) results for the ion C5H12N with charge +1.

The charge is +1. The LUMO energy comes out at -3.732 eV. For the gap between HOMO and LUMO, the calculation gives 9.348 eV. The spin multiplicity is 1. The SMILES is C/C=C/CC[NH3+]. For the HOMO energy, the calculation gives -13.1 eV.

Each atom is followed by the atoms it is bonded to, with distances in Å.
CARTESIAN COORDINATES (ANGSTROEM)
1 C -0.10 -0.62 -1.55  C2 1.510, N6 1.543, H7 1.072, H8 1.081
2 C 1.02 -0.58 -0.54  C1 1.510, C3 1.524, H9 1.092, H10 1.082
3 C 0.66 0.11 0.78  C2 1.524, C4 1.331, H11 1.086
4 C -0.38 -0.28 1.52  C3 1.331, C5 1.492, H12 1.087
5 C -0.70 0.32 2.85  C4 1.492, H13 1.094, H14 1.096, H15 1.088
6 N -0.09 0.64 -2.43  C1 1.543, H16 1.018, H17 1.025, H18 1.019
7 H -1.07 -0.62 -1.09  C1 1.072
8 H -0.04 -1.45 -2.25  C1 1.081
9 H 1.86 -0.03 -0.96  C2 1.092
10 H 1.43 -1.57 -0.39  C2 1.082
11 H 1.30 0.91 1.11  C3 1.086
12 H -1.06 -1.05 1.18  C4 1.087
13 H -0.39 -0.37 3.65  C5 1.094
14 H -1.77 0.42 3.06  C5 1.096
15 H -0.25 1.31 2.95  C5 1.088
16 H 0.59 1.32 -2.10  N6 1.018
17 H -1.01 1.10 -2.37  N6 1.025
18 H -0.01 0.44 -3.42  N6 1.019

Atom charges from the Löwdin analysis, given in e for atoms 1 to 5:
1. C -0.115
2. C -0.186
3. C -0.115
4. C -0.158
5. C -0.090

Of them, model b has the lowest stability.

Model a:
DFT (ωB97M-V with the def2-TZVPD basis set) results for a cluster of 2 separate species, C2H7N5O in total.

The LUMO energy (spin up / spin down) comes out at 0.170 / 0.112 eV. For the gap between HOMO and LUMO (spin up / spin down), the calculation gives 7.113 / 7.054 eV. The spin multiplicity is 1. For the HOMO energy (spin up / spin down), the calculation gives -6.9 / -6.9 eV.

Each atom is followed by the atoms it is bonded to, with distances in Å.
CARTESIAN COORDINATES (ANGSTROEM)
1 C -0.70 -0.05 1.15  C3 1.510, H13 1.090, H14 1.088, H15 1.097
2 N 0.82 1.17 -1.34  N4 1.379, N7 1.287
3 C -0.67 -0.39 -0.32  C1 1.510, N5 1.384, N7 1.352
4 N 1.21 1.81 -0.17  N2 1.379, H9 1.010, H10 1.017
5 N -1.69 -1.23 -0.75  C3 1.384, H11 1.010, H12 1.008
6 N 1.48 -1.08 -0.60  O8 1.166
7 N -0.16 0.34 -1.34  N2 1.287, C3 1.352
8 O 2.06 -0.85 0.39  N6 1.166
9 H 2.01 2.39 -0.39  N4 1.010
10 H 1.34 1.27 0.67  N4 1.017
11 H -1.66 -1.44 -1.74  N5 1.010
12 H -1.91 -2.01 -0.15  N5 1.008
13 H -1.55 -0.54 1.63  C1 1.090
14 H -0.79 1.02 1.30  C1 1.088
15 H 0.21 -0.40 1.65  C1 1.097

Atom charges from the Löwdin analysis, given in e for atoms 1 to 5:
1. C -0.046
2. N -0.086
3. C -0.463
4. N 0.022
5. N 0.098

Model b:
DFT (ωB97M-V with the def2-TZVPD basis set) results for an isolated molecule of C2H7N5O.

The LUMO energy comes out at 0.582 eV. For the gap between HOMO and LUMO, the calculation gives 9.406 eV. The spin multiplicity is 1. The SMILES is [H]/N=C\N/N=C(/N)NO. For the HOMO energy, the calculation gives -8.8 eV.

Each atom is followed by the atoms it is bonded to, with distances in Å.
CARTESIAN COORDINATES (ANGSTROEM)
1 C 1.15 -0.26 0.07  N10 1.478, N11 1.416, N12 1.326
2 C -2.29 -0.37 -0.19  H8 1.058, N13 1.392, N14 1.321
3 H 1.93 -2.19 -0.50  N10 1.216
4 H 2.77 -1.63 1.00  N10 1.076
5 H 2.39 1.00 -0.29  N11 0.994
6 H 0.43 1.64 -0.94  O15 0.934
7 H -0.92 1.00 0.51  N13 1.157
8 H -2.12 -1.27 -0.72  C2 1.058
9 H -3.25 0.85 0.93  N14 1.094
10 N 2.27 -1.22 0.15  C1 1.478, H3 1.216, H4 1.076
11 N 1.58 1.07 0.29  C1 1.416, H5 0.994, O15 1.357
12 N -0.05 -0.73 -0.24  C1 1.326, N13 1.436
13 N -1.07 0.27 -0.38  C2 1.392, H7 1.157, N12 1.436
14 N -3.43 -0.10 0.41  C2 1.321, H9 1.094
15 O 0.62 1.95 -0.09  H6 0.934, N11 1.357

Atom charges from the Löwdin analysis, given in e for atoms 1 to 5:
1. C -0.419
2. C -0.340
3. H 0.184
4. H 0.102
5. H 0.112

Model c:
DFT (ωB97M-V with the def2-TZVPD basis set) results for an isolated molecule of C2H7N5O.

The LUMO energy comes out at 0.644 eV. For the gap between HOMO and LUMO, the calculation gives 9.982 eV. The spin multiplicity is 1. The SMILES is [H]/N=C(/NN)O/C=N/N. For the HOMO energy, the calculation gives -9.3 eV.

Each atom is followed by the atoms it is bonded to, with distances in Å.
CARTESIAN COORDINATES (ANGSTROEM)
1 C 0.93 0.16 -0.10  N11 1.394, N12 1.237, O15 1.542
2 C -1.26 0.98 0.13  H7 1.305, N13 1.291, O15 1.370
3 H 2.45 -1.18 0.27  N10 1.143
4 H 3.77 -0.49 -0.90  N10 1.147
5 H 2.25 1.26 0.75  N11 1.266
6 H -0.45 -1.18 0.10  N12 1.056
7 H -2.00 1.82 0.80  C2 1.305
8 H -3.37 -0.63 0.90  N14 1.157
9 H -3.35 -1.14 -0.86  N14 1.154
10 N 3.16 -0.31 0.05  H3 1.143, H4 1.147, N11 1.478
11 N 2.18 0.71 -0.39  C1 1.394, H5 1.266, N10 1.478
12 N 0.59 -1.02 0.05  C1 1.237, H6 1.056
13 N -1.73 -0.10 -0.38  C2 1.291, N14 1.451
14 N -3.16 -0.24 -0.17  H8 1.157, H9 1.154, N13 1.451
15 O 0.00 1.38 -0.24  C1 1.542, C2 1.370

Atom charges from the Löwdin analysis, given in e for atoms 1 to 5:
1. C -0.489
2. C -0.251
3. H 0.094
4. H 0.128
5. H 0.241

Of them, model c has the lowest stability.